Record 1
An isolated molecule of C4H8S in a non-equilibrium geometry, computed with ωB97M-V/def2-TZVPD.

HOMO energy, hartree: -0.3330
Structure (SMILES): CC1(S)CC1
Lowest unoccupied orbital energy, eV: 0.91
Energy above the lowest of the compared OMol25 structures with the same formula, charge and spin, eV: 1.1737
Gap between HOMO and LUMO, eV: 9.97
Spin multiplicity: 1

```
13
Properties=species:S:1:pos:R:3:forces:R:3:nbo_charge:R:1
C 0.0180 1.2147 0.4971 0.51 1.28 -0.40 -0.613
C -0.3747 -0.1767 0.0945 -2.36 1.28 1.78 -0.126
S -1.8697 -0.7011 1.1029 0.57 -0.98 -0.24 -0.083
C 0.1859 -0.8203 -1.0721 1.77 -0.36 -3.73 -0.429
C 0.7124 -1.1526 0.2886 -0.09 0.50 -0.68 -0.419
H -0.1173 1.2177 1.5815 0.46 0.40 -0.08 0.227
H -0.5227 2.1053 0.0927 -0.14 -1.04 0.05 0.215
H 1.0701 1.4015 0.1927 -0.40 -0.16 0.45 0.205
H -2.9568 0.0679 0.9093 0.48 0.41 -0.69 0.130
H 0.8205 -0.2081 -1.8270 -0.95 -0.59 1.80 0.221
H -0.1915 -1.6370 -1.7118 -0.61 0.41 1.01 0.242
H 0.4807 -2.0689 0.7091 -0.62 -1.83 0.47 0.221
H 1.6153 -0.7754 0.6515 1.37 0.68 0.27 0.211
```
Forces are in eV/Å.

Record 2
A structure of composition C36H43BN20PTi in a non-equilibrium geometry, computed with ωB97M-V/def2-TZVPD.

Net charge: +2
HOMO energy (spin up / spin down), hartree: -0.4759 / -0.4759
Lowest unoccupied orbital energy (spin up / spin down), eV: -5.52 / -5.40
Energy above the lowest of the compared OMol25 structures with the same formula, charge and spin, eV: 0.4867
Gap between HOMO and LUMO (spin up / spin down), eV: 7.43 / 7.56
Spin multiplicity: 2

```
102
Properties=species:S:1:pos:R:3:forces:R:3:mulliken_spin:R:1
Ti -0.7645 -0.0214 0.5167 0.52 0.92 -1.32 1.094
C -2.5064 -1.6910 5.4862 0.07 0.27 -0.31 0.000
N -2.2374 -0.7576 4.3696 -0.19 -0.27 0.66 0.000
C -2.4255 0.6037 4.3911 -0.11 -0.12 0.29 0.001
C -2.0154 1.0643 3.1822 0.04 0.14 -0.12 -0.005
N -1.5705 0.0066 2.4320 -0.67 0.20 0.78 -0.014
C -1.7245 -1.0801 3.1710 -0.06 -0.33 0.04 -0.007
P -1.2724 -2.7811 2.6567 0.13 0.00 -0.40 -0.015
C -2.0599 -2.7181 0.9970 -0.21 0.27 0.32 -0.019
N -1.9482 -1.6928 0.1563 -0.61 -0.62 -0.36 -0.024
C -2.8504 -1.9110 -0.8602 0.26 0.21 -0.02 -0.002
C -3.5001 -3.0747 -0.6279 -0.17 -0.40 0.10 0.001
N -2.9997 -3.5700 0.5571 -0.24 -0.60 0.01 -0.001
C -3.3672 -4.8647 1.1605 0.07 0.24 -0.24 0.000
C 0.4073 -2.3191 2.1153 -0.12 0.18 0.32 -0.008
N 0.6917 -1.1905 1.4717 0.76 -0.27 0.23 -0.024
C 2.0560 -1.0387 1.5276 -0.15 0.13 -0.21 0.010
C 2.5877 -2.0857 2.2060 0.10 -0.31 0.19 0.000
N 1.5315 -2.8847 2.5795 0.34 -0.50 0.16 -0.001
C 1.6430 -4.1590 3.3097 0.02 0.31 -0.06 0.000
H -2.8963 -1.1311 6.3284 -0.02 0.10 -0.01 0.000
H -3.2332 -2.4387 5.1907 -0.14 -0.02 -0.09 0.000
H -1.5929 -2.1910 5.7880 0.15 0.03 0.02 0.000
H -2.8346 1.1205 5.2478 0.07 -0.13 -0.11 0.000
H -2.0222 2.0768 2.8099 0.04 -0.08 -0.04 -0.002
H -2.9723 -1.2170 -1.6769 0.06 -0.02 0.07 -0.001
H -4.2667 -3.5872 -1.1930 0.14 0.04 0.14 0.000
H -4.4095 -5.0779 0.9516 -0.08 0.08 -0.03 0.000
H -2.7543 -5.6617 0.7494 0.06 -0.01 -0.09 0.000
H -3.2218 -4.8253 2.2319 0.01 0.07 0.15 0.000
H 2.5521 -0.2190 1.0336 -0.06 -0.07 -0.02 0.000
H 3.6129 -2.3409 2.4418 -0.22 0.03 -0.05 0.000
H 2.5865 -4.6309 3.0548 0.03 0.02 -0.07 0.000
H 1.6075 -3.9958 4.3837 0.02 0.09 0.05 0.000
H 0.8316 -4.8199 3.0253 -0.05 -0.02 -0.08 0.000
C -0.4389 -1.9700 -2.9771 0.08 0.14 0.03 0.001
C -0.0108 -0.5653 -2.6903 -0.11 0.21 -0.01 -0.004
C 0.6906 0.2400 -3.5862 0.05 0.04 -0.16 -0.002
C 0.7008 1.5024 -3.0296 -0.17 -0.17 -0.24 0.003
N 0.0458 1.4578 -1.8635 -0.22 0.08 0.11 -0.005
N -0.3779 0.1653 -1.6184 -0.01 0.02 -0.11 -0.016
B -0.6885 2.6286 -1.1286 0.12 -0.27 -0.04 0.038
N -2.1736 2.1736 -0.9926 0.15 -0.07 0.34 -0.003
C -3.2845 2.4758 -1.6598 -0.22 0.02 -0.23 0.000
C -4.3506 1.8222 -1.0645 -0.12 -0.02 -0.09 -0.002
C -3.7978 1.0938 -0.0135 0.15 0.12 0.02 -0.003
C -4.5526 0.2763 0.9935 0.16 0.02 -0.14 0.008
N -2.4596 1.2858 0.0106 -0.27 0.22 -0.06 -0.015
N -0.1365 2.7799 0.3280 0.06 0.08 -0.15 0.012
C 0.0222 3.9291 0.9791 0.12 0.23 0.19 0.000
C 0.5877 3.6563 2.2157 -0.09 0.23 0.05 -0.002
C 0.7327 2.2755 2.2586 0.08 0.02 -0.11 -0.002
C 1.3160 1.4987 3.3927 -0.07 0.03 -0.02 0.000
N 0.2874 1.7358 1.1000 -0.03 0.27 0.07 -0.007
N -0.5132 3.9608 -1.8077 -0.33 -0.15 -0.13 -0.004
C -1.3982 4.9800 -2.0060 -0.04 -0.14 0.17 0.000
C -0.7114 6.0249 -2.5515 0.08 0.31 -0.15 0.000
C 0.6263 5.5713 -2.6519 0.10 0.28 -0.09 0.000
C 1.8087 6.3238 -3.1913 -0.10 -0.15 0.11 0.000
N 0.7416 4.3396 -2.1904 -0.22 0.02 0.04 0.000
H -1.2889 -1.9431 -3.6643 0.01 0.00 0.02 0.000
H 0.3649 -2.5103 -3.4783 -0.04 0.01 0.07 0.000
H -0.7276 -2.5125 -2.0871 0.04 -0.05 0.03 -0.001
H 1.1291 -0.0689 -4.5260 -0.09 0.08 0.15 0.000
H 1.1208 2.4314 -3.3834 -0.09 -0.07 0.03 0.000
H -3.2685 3.1264 -2.5245 0.02 -0.11 0.18 0.000
H -5.3935 1.8762 -1.3464 0.19 0.02 0.06 0.000
H -5.6117 0.5192 0.9283 0.02 -0.01 -0.01 0.000
H -4.4450 -0.7955 0.8180 0.00 0.02 0.00 -0.002
H -4.2161 0.4931 2.0054 -0.02 0.01 0.02 0.000
H -0.2761 4.8710 0.5330 0.16 -0.18 0.04 0.000
H 0.8636 4.3679 2.9837 -0.06 -0.15 -0.16 0.000
H 0.9788 1.9258 4.3371 0.02 0.01 -0.01 0.000
H 1.0382 0.4506 3.3636 -0.04 -0.03 0.02 0.001
H 2.4049 1.5655 3.3738 0.00 -0.03 -0.02 0.000
H -2.4380 4.9116 -1.7129 0.24 0.00 -0.07 0.000
H -1.1048 6.9886 -2.8539 0.10 -0.24 0.10 0.000
H 1.4981 7.3001 -3.5570 0.03 -0.01 -0.01 0.000
H 2.5643 6.4713 -2.4177 -0.05 0.01 -0.02 0.000
H 2.2781 5.7790 -4.0115 -0.04 0.02 0.01 0.000
N 2.8463 2.3472 -0.9532 0.20 -0.33 0.05 0.000
C 3.2989 1.2608 -1.6182 -0.37 -0.03 0.58 0.001
N 4.2392 1.4461 -2.5251 0.22 0.05 -0.27 0.000
C 4.7092 0.3219 -3.0618 0.15 -0.24 -0.14 0.000
N 5.6684 0.4312 -3.9931 -0.16 -0.07 0.13 0.000
N 4.2966 -0.9261 -2.7377 0.65 0.13 -0.67 0.000
C 3.3249 -0.9696 -1.8635 -0.53 -0.54 0.31 0.001
N 2.7609 0.0639 -1.2749 -0.04 0.54 0.57 0.004
C 2.8290 -2.3600 -1.5054 0.07 0.05 -0.07 -0.001
C 3.6625 -3.4472 -1.7611 0.05 -0.01 0.05 0.000
C 3.2469 -4.7225 -1.4096 0.41 0.05 -0.19 0.000
C 1.9995 -4.8817 -0.8430 -0.34 -0.10 0.12 0.000
C 1.2229 -3.7482 -0.6632 0.08 0.29 0.02 0.002
N 1.6171 -2.5053 -0.9614 0.14 -0.34 -0.01 0.008
H 2.0029 2.2398 -0.4149 0.12 0.04 -0.10 0.006
H 3.0505 3.2546 -1.3353 -0.05 0.02 -0.03 0.000
H 6.0176 1.3387 -4.2381 0.02 0.05 0.00 0.000
H 6.0631 -0.3943 -4.4026 0.00 -0.05 -0.01 0.000
H 4.6207 -3.2633 -2.2237 0.01 -0.05 -0.01 0.000
H 3.8847 -5.5825 -1.5876 -0.03 0.12 0.00 0.000
H 1.6246 -5.8649 -0.5688 0.03 0.19 -0.05 0.000
H 0.2153 -3.8439 -0.2586 0.03 0.03 -0.02 0.001
```
Forces are in eV/Å.

Record 3
An isolated molecule of C6H10N2O in a non-equilibrium geometry, computed with ωB97M-V/def2-TZVPD.

HOMO energy, hartree: -0.3484
Structure (SMILES): [H]/N=C(/C=C)N(C)C(C)=O
Lowest unoccupied orbital energy, eV: 0.48
Energy above the lowest of the compared OMol25 structures with the same formula, charge and spin, eV: 0.9592
Gap between HOMO and LUMO, eV: 9.96
Spin multiplicity: 1

```
19
Properties=species:S:1:pos:R:3:forces:R:3:nbo_charge:R:1
H 0.4781 2.0370 0.2004 -0.19 -0.10 0.01 0.336
N -0.4706 1.7377 -0.0243 -0.43 -1.04 0.03 -0.646
C -0.5868 0.4554 0.0403 0.20 1.50 -0.37 0.415
C -1.9065 -0.2089 -0.1410 -0.52 0.83 0.22 -0.286
C -3.0384 0.4239 0.1904 0.43 -0.34 -0.20 -0.298
N 0.4919 -0.3968 0.2628 1.27 -0.79 0.55 -0.492
C 0.2811 -1.5742 1.0997 -0.32 -0.51 0.14 -0.422
C 1.8220 -0.1476 -0.1059 1.05 0.13 0.43 0.696
C 2.0503 0.7889 -1.2703 -0.11 -0.20 -0.43 -0.716
O 2.7889 -0.6666 0.4550 -1.69 0.28 -0.63 -0.589
H -1.9262 -1.2001 -0.5773 0.06 -0.03 0.11 0.216
H -3.0254 1.4289 0.6041 0.11 -0.19 -0.03 0.218
H -4.0044 -0.0454 0.0411 0.09 0.02 -0.02 0.200
H -0.5507 -1.4161 1.7933 0.14 0.02 -0.21 0.212
H 1.1697 -1.8247 1.6860 -0.08 0.31 -0.29 0.249
H 0.0497 -2.4209 0.4455 -0.02 -0.10 0.27 0.197
H 2.8964 0.4152 -1.8560 -0.03 0.06 0.36 0.246
H 1.1884 0.8254 -1.9407 0.04 0.24 0.20 0.229
H 2.2925 1.7889 -0.9033 0.00 -0.08 -0.16 0.235
```
Forces are in eV/Å.